An isolated molecule of C2H5N3 in a non-equilibrium geometry. Source: OMol25; level of theory: wB97M-V/def2-TZVPD.

The energy above the lowest of the compared OMol25 structures with the same formula, charge and spin is 219.0 kJ/mol. For the lowest unoccupied orbital energy, the calculation gives 0.0220 Eh. The calculation puts the total energy at -243.37855 a.u. The calculation puts the frontier orbital gap at 0.353 Eh. Its total charge is 0. The SMILES is [H]/N=C\NN=C. The value obtained for the largest force on an atom is 5.90 eV/A. As for the spin multiplicity: 1.

Cartesian coordinates (Å):
N1 -0.01 0.67 -0.11
H1 1.23 -1.44 -0.14
N2 -0.84 -0.33 0.02
H2 -2.68 0.80 -0.20
C1 1.36 0.42 0.01
H3 -2.80 -1.04 0.17
H4 1.89 1.33 0.04
N3 1.89 -0.71 0.03
H5 -0.24 1.74 0.44
C2 -2.14 -0.23 0.01